Entry 1:
Molecular formula: C2H8OP2
Method: DFT, ωB97M-V/def2-TZVPD

Values from the calculation:
Lowest unoccupied orbital energy (alpha / beta) = -0.979 / -0.865 eV
Gap between HOMO and LUMO (alpha / beta) = 0.26558 / 0.31863 Ha
ΔE to the lowest compared entry with this formula, charge and spin = 4.447 eV

Last column: natural (NBO) charge in e.
Element x y z (Å)
C1 0.78133 -0.75453 0.56273  -0.187
C2 -0.32077 0.03681 0.04755  -0.534
O1 1.93730 -0.65886 -0.22582  -0.694
P1 -2.03230 -0.37907 0.10100  0.387
P2 0.10836 1.92365 0.09343  0.276
H1 0.35019 -1.77512 0.57397  0.159
H2 1.02159 -0.43275 1.55237  0.207
H3 0.17232 0.00620 -2.19979  -0.044
H4 1.58919 -0.80679 -1.10005  0.474
H5 -2.42225 0.42843 -0.86703  -0.017
H6 -2.10169 -1.71263 -0.68456  0.002
H7 -0.43858 2.41167 1.41149  -0.020
H8 1.35532 1.71299 0.73472  -0.007

Entry 2:
Molecular formula: C13H30FO11S3Tl
Method: DFT, ωB97M-V/def2-TZVPD

Values from the calculation:
Lowest unoccupied orbital energy = -13.967 eV
Gap between HOMO and LUMO = 0.08325 Ha
Net charge = +2
ΔE to the lowest compared entry with this formula, charge and spin = 0.000 eV

Last column: natural (NBO) charge in e.
Element x y z (Å)
Tl1 9.04020 -0.59187 -10.57918  1.180
F1 9.89360 -0.89010 -8.03604  -0.565
O1 6.20040 -3.23316 -3.12300  -0.251
C1 6.88586 -3.11768 -4.07659  0.788
O2 7.54022 -1.98956 -4.43027  -0.401
C2 8.20576 -2.23633 -5.67158  -0.076
C3 8.55948 -3.72164 -5.61079  -0.403
C4 7.22370 -4.27920 -5.02940  -0.442
H1 9.17008 -1.71153 -5.58834  0.265
H2 7.61284 -2.03375 -6.55716  0.215
H3 9.37010 -3.90912 -4.90685  0.251
H4 8.87558 -4.09296 -6.58739  0.261
H5 7.32187 -5.23319 -4.52006  0.285
H6 6.44545 -4.34611 -5.79402  0.272
O3 10.41699 4.16509 -8.93922  -0.879
S1 10.59091 2.78724 -8.70595  2.414
O4 10.06974 1.83381 -9.64156  -1.002
O5 12.10357 2.40713 -8.46326  -0.688
C5 13.01902 3.50441 -8.15794  -0.083
C6 13.06239 3.79634 -6.65841  -0.636
C7 9.88868 2.36693 -7.11329  -0.873
H7 12.74908 4.40329 -8.70466  0.232
H8 13.97724 3.07968 -8.44700  0.217
H9 13.98334 4.31293 -6.40634  0.253
H10 12.95877 2.85447 -6.11151  0.202
H11 12.20201 4.37070 -6.30735  0.219
H12 10.41377 1.51680 -6.69309  0.244
H13 8.85092 2.13082 -7.34554  0.254
H14 9.90770 3.21388 -6.43262  0.265
O6 13.93801 -2.24761 -5.75688  -0.890
S2 12.79030 -2.21316 -4.92396  2.406
O7 11.82572 -3.27772 -4.98640  -0.935
O8 13.30443 -2.06097 -3.45226  -0.693
C8 12.29466 -1.96952 -2.38257  -0.083
C9 13.09958 -1.81970 -1.10729  -0.629
C10 12.00041 -0.64734 -5.19629  -0.923
H15 11.83597 -2.95582 -2.39576  0.205
H16 11.61395 -1.13342 -2.52205  0.189
H17 13.73410 -2.68262 -0.93823  0.240
H18 12.37635 -1.82020 -0.28290  0.233
H19 13.56712 -0.84043 -1.05212  0.231
H20 10.95605 -0.58674 -4.90864  0.239
H21 11.92799 -0.62140 -6.29287  0.259
H22 12.68805 0.12669 -4.87388  0.274
O9 12.84333 -4.23188 -10.66946  -0.847
S3 11.84143 -3.59320 -9.91944  2.394
O10 10.82105 -2.85004 -10.58781  -0.980
O11 11.02420 -4.64346 -9.00395  -0.635
C11 11.67266 -5.88668 -8.65273  -0.088
C12 11.63485 -6.04985 -7.14548  -0.625
C13 12.41946 -2.50672 -8.63497  -0.888
H23 12.71217 -5.87830 -8.98197  0.233
H24 11.10040 -6.63597 -9.22399  0.253
H25 12.17332 -5.15417 -6.81287  0.237
H26 12.24086 -6.88417 -6.79627  0.258
H27 10.65331 -6.10474 -6.68387  0.218
H28 13.26970 -2.92345 -8.09244  0.280
H29 11.58703 -2.32050 -7.96854  0.273
H30 12.82664 -1.66129 -9.19531  0.274

Entry 3:
Molecular formula: C4H8N2
Method: DFT, ωB97M-V/def2-TZVPD

Values from the calculation:
Lowest unoccupied orbital energy (alpha / beta) = 0.229 / 0.031 eV
Gap between HOMO and LUMO (alpha / beta) = 0.29499 / 0.24250 Ha
ΔE to the lowest compared entry with this formula, charge and spin = 3.540 eV

Last column: natural (NBO) charge in e.
Element x y z (Å)
C1 -0.27227 1.29403 0.55309  -0.440
N1 -0.37341 0.02154 -0.14380  -0.320
C2 -1.56390 -0.79050 0.07988  -0.402
C3 0.67120 -0.47194 -0.76371  0.041
C4 2.09737 -0.16494 -0.45018  -0.138
N2 2.53374 0.73485 0.30039  -0.405
H1 -1.07558 1.37222 1.28875  0.200
H2 -0.34156 2.11950 -0.16050  0.213
H3 0.74717 1.34664 0.98751  0.268
H4 -1.53203 -1.18827 1.10138  0.205
H5 -1.57509 -1.62670 -0.62209  0.213
H6 -2.47021 -0.19476 -0.04490  0.209
H7 0.48464 -1.41020 -1.29000  0.184
H8 2.66993 -1.04147 -0.83582  0.170